105
Properties=species:S:1:pos:R:3:lowdin_charge:R:1 method="wB97M-V/def2-TZVPD" de_lowest_kcal_mol=9.7 multiplicity=1 homo_energy_ha=-0.227 lumo_ha=-0.020 e_tot_ha=-2022.2551 homo_lumo_gap_ev=5.638
C -3.23 -3.73 -4.65 -0.07
C -2.19 -2.68 -4.28 -0.22
C -2.07 -2.56 -2.79 -0.10
N -0.93 -1.68 -2.27 -0.23
C -1.02 -1.53 -0.77 -0.10
C -0.54 -2.79 -0.03 -0.16
C 0.81 -3.27 -0.48 -0.18
C 0.78 -3.48 -1.97 -0.16
C 0.43 -2.20 -2.70 -0.10
C -1.03 -0.29 -2.77 0.00
H -4.12 -3.64 -4.02 0.09
H -2.83 -4.73 -4.46 0.08
H -3.52 -3.73 -5.70 0.07
H -2.48 -1.69 -4.65 0.11
H -1.25 -2.81 -4.81 0.10
H -1.92 -3.50 -2.24 0.13
H -2.93 -2.13 -2.27 0.13
H -2.04 -1.28 -0.50 0.11
H -0.27 -0.76 -0.54 0.11
H -1.34 -3.53 -0.03 0.13
H -0.54 -2.58 1.05 0.12
H 1.05 -4.20 0.06 0.13
H 1.61 -2.57 -0.24 0.08
H 0.02 -4.25 -2.18 0.10
H 1.69 -3.90 -2.41 0.13
H 0.42 -2.34 -3.78 0.12
H 1.16 -1.40 -2.54 0.12
H -1.94 0.19 -2.40 0.09
H -0.97 -0.20 -3.85 0.11
H -0.18 0.27 -2.36 0.08
C -2.88 3.34 -3.07 -0.08
C -2.22 3.07 -1.74 -0.24
C -2.89 3.76 -0.56 -0.09
N -2.09 3.66 0.74 -0.24
C -2.96 4.34 1.76 -0.11
C -2.44 4.15 3.18 -0.16
C -2.28 2.65 3.44 -0.17
C -1.32 2.02 2.42 -0.17
C -1.85 2.23 1.01 -0.13
C -0.77 4.35 0.62 0.03
H -3.01 4.41 -3.26 0.08
H -3.87 2.90 -3.16 0.09
H -2.32 3.07 -3.97 0.08
H -1.16 3.31 -1.86 0.11
H -2.11 1.99 -1.58 0.07
H -3.79 3.15 -0.41 0.14
H -3.10 4.81 -0.73 0.14
H -3.96 3.94 1.62 0.14
H -2.99 5.41 1.56 0.14
H -3.12 4.63 3.89 0.12
H -1.47 4.63 3.27 0.11
H -3.25 2.13 3.37 0.12
H -1.94 2.54 4.47 0.11
H -1.30 0.96 2.66 0.13
H -0.37 2.51 2.55 0.08
H -2.70 1.56 0.87 0.13
H -1.12 1.73 0.36 0.13
H -0.89 5.42 0.44 0.12
H -0.27 3.87 -0.22 0.08
H -0.18 4.20 1.51 0.09
C 4.47 -3.01 0.25 -0.08
C 4.05 -1.56 0.53 -0.23
C 4.59 -1.18 1.91 -0.12
N 4.04 0.12 2.47 -0.24
C 2.52 0.07 2.53 -0.09
C 1.94 1.28 3.22 -0.19
C 2.55 1.58 4.58 -0.17
C 4.04 1.78 4.38 -0.19
C 4.71 0.57 3.76 -0.09
C 4.43 1.20 1.47 0.02
H 4.22 -3.67 1.08 0.08
H 5.53 -3.12 0.02 0.08
H 3.95 -3.39 -0.63 0.07
H 2.97 -1.53 0.52 0.07
H 4.48 -0.93 -0.24 0.12
H 5.67 -1.12 1.96 0.14
H 4.18 -1.89 2.63 0.13
H 2.29 -0.84 3.09 0.15
H 2.09 0.06 1.53 0.11
H 0.87 1.09 3.36 0.10
H 1.94 2.09 2.49 0.09
H 2.33 0.85 5.36 0.12
H 2.12 2.53 4.89 0.12
H 4.52 1.98 5.35 0.12
H 4.26 2.76 3.95 0.12
H 4.52 -0.31 4.39 0.14
H 5.76 0.76 3.57 0.13
H 4.02 1.09 0.47 0.09
H 5.51 1.27 1.45 0.12
H 3.95 2.12 1.80 0.10
O 0.39 -7.63 -1.75 0.00
C -0.88 -7.61 -2.34 -0.85
O -1.41 -8.67 -2.64 -0.02
O -1.34 -6.43 -2.45 -0.11
H 0.51 -6.67 -1.82 0.05
O -6.07 0.53 -0.69 0.03
C -5.00 -0.10 -1.31 -0.82
O -3.90 -0.01 -0.67 -0.11
O -5.17 -0.62 -2.40 0.00
H -5.71 0.66 0.20 0.07
O 2.23 2.37 -1.74 0.06
C 1.91 1.64 -0.60 -0.80
O 2.00 0.39 -0.73 -0.07
O 1.65 2.25 0.45 -0.03
H 2.25 1.55 -2.27 0.09



115
Properties=species:S:1:pos:R:3:lowdin_charge:R:1 method="wB97M-V/def2-TZVPD" multiplicity=1 total_charge=-1 homo_energy_ha=-0.163 lumo_ha=0.077 e_tot_ha=-4982.5621 homo_lumo_gap_ev=6.515
C -1.86 0.47 5.68 -0.12
O -2.59 1.12 4.66 -0.19
C -2.78 0.31 3.50 -0.23
C -3.74 1.00 2.53 -0.15
C -3.03 1.97 1.57 -0.21
C -3.19 1.64 0.08 -0.10
B -2.45 0.25 -0.40 -0.78
C -3.63 -0.99 -0.33 -0.11
O -3.15 -2.15 0.35 -0.19
O -4.04 -3.26 0.09 -0.08
O -1.27 -0.16 0.41 0.00
C -0.21 0.43 -0.33 -0.14
B 1.21 0.40 0.37 -0.50
O 1.39 -0.44 1.48 0.06
N 2.36 1.23 0.03 -0.08
C 3.56 0.53 -0.40 -0.09
C 2.13 2.47 -0.72 -0.08
C -0.54 -0.05 -1.78 -0.34
C 0.11 0.81 -2.90 -0.11
C -0.53 2.18 -3.09 -0.17
C 0.38 3.10 -3.93 -0.16
C -0.02 4.56 -3.82 -0.17
O -0.15 4.93 -2.43 -0.05
C -1.28 5.58 -2.09 -0.36
O -2.39 5.26 -2.44 0.08
C -0.62 -1.55 -2.10 -0.13
C 0.49 -2.53 -1.74 -0.68
C 1.91 -2.10 -2.16 -0.12
Br 0.47 -3.11 0.12 0.83
O -1.95 0.32 -1.80 -0.02
H -0.89 0.98 5.82 0.08
H -2.42 0.52 6.62 0.07
H -1.66 -0.57 5.45 0.07
H -3.20 -0.67 3.78 0.12
H -1.83 0.08 3.00 0.12
H -4.28 0.22 2.01 0.10
H -4.45 1.55 3.15 0.11
H -3.45 2.98 1.75 0.09
H -1.97 2.06 1.84 0.10
H -2.71 2.47 -0.47 0.08
H -4.24 1.67 -0.23 0.10
H -4.59 -0.68 0.10 0.08
H -3.84 -1.27 -1.37 0.10
H -3.90 -3.44 -0.85 0.07
H -0.51 1.49 -0.39 0.13
H 1.23 0.03 2.30 0.10
H 3.70 -0.36 0.21 0.08
H 4.45 1.16 -0.29 0.08
H 3.50 0.28 -1.47 0.07
H 2.43 3.34 -0.12 0.08
H 1.09 2.62 -1.01 0.06
H 2.73 2.49 -1.63 0.08
H 1.19 0.90 -2.71 0.10
H 0.01 0.25 -3.83 0.09
H -1.50 2.06 -3.57 0.12
H -0.71 2.66 -2.13 0.09
H 0.34 2.77 -4.97 0.11
H 1.39 3.00 -3.52 0.10
H 0.78 5.18 -4.23 0.12
H -0.93 4.79 -4.38 0.12
H -1.13 6.45 -1.44 0.13
H -1.56 -1.96 -1.72 0.11
H -0.69 -1.64 -3.20 0.12
H 0.26 -3.45 -2.29 0.07
H 2.32 -2.84 -2.85 0.07
H 2.59 -2.06 -1.32 0.05
H 1.88 -1.16 -2.71 0.06
C 1.94 -2.80 3.57 -0.03
C 2.05 -1.89 4.77 -0.54
O 1.25 -1.00 5.00 0.03
N 3.11 -2.11 5.60 0.00
C 4.15 -3.11 5.48 -0.08
H 1.06 -2.54 2.99 0.05
H 2.82 -2.70 2.94 0.09
H 1.84 -3.84 3.91 0.08
H 3.14 -1.47 6.38 0.13
H 4.15 -3.76 6.36 0.08
H 5.13 -2.63 5.41 0.08
H 4.00 -3.73 4.60 0.05
C 2.20 -5.93 1.78 -0.04
C 3.33 -6.57 2.55 -0.54
O 4.26 -5.93 3.01 0.02
N 3.28 -7.92 2.72 0.00
C 2.26 -8.85 2.25 -0.08
H 2.38 -4.86 1.72 0.03
H 2.15 -6.33 0.76 0.09
H 1.25 -6.10 2.28 0.09
H 4.06 -8.30 3.24 0.13
H 1.81 -9.37 3.09 0.08
H 2.71 -9.59 1.58 0.08
H 1.49 -8.32 1.70 0.07
C 0.01 6.76 4.16 -0.01
C 0.30 7.45 2.85 -0.56
O 0.69 8.61 2.81 0.01
N 0.11 6.74 1.71 0.01
C -0.35 5.36 1.58 -0.06
H 0.20 7.45 4.97 0.08
H -1.04 6.44 4.21 0.09
H 0.64 5.88 4.28 0.08
H 0.32 7.26 0.88 0.13
H 0.42 4.78 1.06 0.08
H -1.27 5.34 0.99 0.08
H -0.54 4.92 2.55 0.08
C -2.52 -0.41 -6.18 0.00
C -1.09 -0.22 -6.65 -0.53
O -0.33 0.54 -6.09 0.04
N -0.69 -0.95 -7.73 0.00
C -1.46 -1.89 -8.52 -0.08
H -2.67 0.23 -5.31 0.08
H -3.22 -0.12 -6.96 0.08
H -2.69 -1.44 -5.89 0.09
H 0.27 -0.78 -7.99 0.14
H -0.99 -2.88 -8.48 0.08
H -1.51 -1.57 -9.56 0.08
H -2.47 -1.98 -8.13 0.07